Record 1
DFT (the ωB97M-V functional and the def2-TZVPD basis) results for C23H41IP2Sn as an isolated structure.

Summary:
- Largest force on an atom: 2.8 eV/Å
- Energy relative to the best compared isomer or geometry (same formula, charge and spin): 0.0 kcal/mol
- DFT total energy: -57010.2814 eV
- Total charge: +2
- Kohn-Sham gap: 5.529 eV

Each line ends with the Mulliken charge.
Positions of all 68 atoms, in Å:
H1 4.967 -3.985 -0.481  0.346
C1 -0.393 3.970 -0.835  0.382
H2 2.631 -0.753 0.067  -0.299
H3 3.287 -5.058 -1.919  0.444
H4 -0.387 -4.164 -0.123  0.672
H5 -3.597 -0.755 1.555  0.286
H6 -4.141 1.913 -1.933  0.375
H7 1.123 -4.149 -1.946  0.394
H8 -0.319 5.378 1.545  0.339
C2 -0.954 3.203 -1.910  0.627
C3 0.672 -4.378 0.086  -0.734
C4 -4.043 3.948 0.079  -1.324
H9 2.005 0.030 3.225  0.382
C5 0.932 -4.829 1.496  -0.508
Sn1 -1.218 1.817 0.410  0.870
H10 3.174 -5.558 -0.250  0.260
H11 -4.058 3.955 1.176  0.292
H12 -3.777 3.009 -3.267  0.345
H13 2.999 -5.460 1.479  0.308
H14 -4.741 3.169 -0.253  0.355
C6 -1.370 -1.364 -1.569  -1.007
H15 -2.852 1.512 -3.076  0.301
H16 3.980 -2.813 -1.331  0.288
H17 2.409 -4.984 3.053  0.443
H18 -0.551 -0.797 -2.034  0.227
H19 4.098 -1.858 0.846  0.937
P1 0.799 0.323 1.173  0.444
H20 0.335 -2.033 0.629  -1.079
P2 -1.705 -0.760 0.095  0.545
C7 3.631 -2.850 0.759  -0.762
I1 -2.420 1.791 3.021  -0.257
C8 -1.360 5.198 1.249  -1.255
H21 2.188 1.686 2.552  0.416
H22 1.289 4.439 0.400  0.401
H23 -4.446 4.909 -0.275  0.344
C9 3.002 -3.338 1.841  -0.248
C10 -0.218 -1.209 1.090  0.670
H24 -2.274 -1.235 -2.189  0.445
H25 3.006 -2.727 2.755  0.419
C11 -0.205 2.590 -3.029  -1.393
H26 -0.629 1.620 -3.331  0.308
C12 1.026 4.338 -0.659  -1.599
C13 3.949 -3.560 -0.524  -0.632
C14 2.065 0.175 -0.094  -0.558
H27 1.235 5.306 -1.137  0.340
H28 0.854 2.422 -2.782  0.307
C15 -1.461 4.321 0.062  0.425
H29 0.267 -4.263 2.165  0.293
H30 -0.233 3.242 -3.917  0.326
H31 -3.297 -2.389 0.868  0.443
C16 2.988 -4.712 -0.918  -0.974
H32 1.704 3.600 -1.102  0.293
H33 -1.810 6.176 1.024  0.353
H34 -0.526 -1.492 2.104  0.643
H35 -1.092 -2.428 -1.521  0.290
C17 1.483 0.859 2.731  -1.065
C18 2.396 -4.703 1.989  -1.034
H36 0.639 -5.886 1.614  0.394
C19 -3.312 -1.313 0.652  -1.137
C20 -2.684 3.754 -0.468  0.436
H37 -1.881 4.781 2.123  0.260
H38 1.620 0.157 -1.099  0.258
H39 -4.061 -1.107 -0.130  0.417
C21 -3.323 2.335 -2.528  -1.554
C22 1.529 -4.356 -0.946  -0.083
H40 0.675 1.228 3.379  0.273
H41 2.742 1.044 -0.034  0.481
C23 -2.360 3.068 -1.683  0.404

Forces on atoms 1 to 2 (eV/Å):
-0.26 0.24 0.09
-0.21 -1.32 -0.02

---

Record 2
DFT (the ωB97M-V functional and the def2-TZVPD basis) results for C23H41IrN2OP3 as an isolated structure.

Summary:
- Largest force on an atom: 3.6 eV/Å
- Energy relative to the best compared isomer or geometry (same formula, charge and spin): 44.9 kcal/mol
- DFT total energy: -60201.1326 eV
- 2S+1: 6
- Total charge: +4
- Kohn-Sham gap (alpha / beta): 6.391 / 3.429 eV
- <S²>: 8.82

Each line ends with the Mulliken charge.
Positions of all 71 atoms, in Å:
H1 0.774 1.144 3.571  0.463
P1 2.127 -0.134 0.264  1.019
C1 1.044 -2.973 -2.299  -1.285
H2 4.401 -0.282 -0.542  0.530
H3 0.197 -3.098 1.503  0.121
C2 2.553 -0.976 1.814  -1.187
H4 3.159 -1.870 1.615  0.541
C3 -0.039 1.468 -6.423  -0.498
C4 -1.367 -1.716 4.999  -1.166
C5 0.612 -3.491 0.563  -0.999
H5 -0.983 -0.885 6.962  0.564
H6 -2.240 -2.386 -1.702  0.218
H7 2.014 -2.472 -2.249  0.266
C6 0.151 1.392 -3.630  0.858
H8 3.230 -0.198 -1.895  0.319
P2 -1.956 0.173 0.014  0.922
H9 -1.436 3.090 -6.118  0.456
C7 0.260 3.965 2.070  -0.456
H10 -1.154 3.104 -3.634  0.505
O1 0.078 1.258 -2.273  -0.273
H11 -1.509 -3.968 -2.045  0.492
C8 -2.887 0.499 -1.529  -1.381
C9 -0.638 2.373 -4.258  -0.357
H12 1.241 3.896 2.558  0.368
H13 0.303 -4.537 0.438  0.532
Ir1 0.112 -0.369 -0.734  0.362
H14 -3.965 0.473 -1.328  0.596
C10 -1.083 -1.563 3.634  0.033
C11 -3.004 -0.992 0.937  -1.169
H15 -2.597 1.484 -1.918  0.315
C12 -1.971 1.703 0.992  -0.589
C13 0.125 4.392 0.800  -0.781
H16 -0.598 3.682 2.691  0.335
H17 -2.604 -2.011 0.901  0.074
H18 -1.108 2.341 0.767  -0.467
H19 1.631 -1.252 2.338  0.035
C14 -0.761 2.381 -5.643  -0.569
H20 -2.001 -2.537 5.318  0.534
H21 -0.121 1.460 -7.513  0.472
C15 -0.813 -0.806 5.890  -0.269
H22 1.401 -0.154 -6.392  0.476
H23 1.206 -4.053 -2.349  0.491
C16 -1.622 -3.187 -1.283  -1.215
N1 1.209 1.932 6.968  -0.116
C17 0.949 0.530 -4.410  -0.266
C18 -0.012 0.233 5.391  0.300
H24 3.424 1.901 0.286  0.537
H25 -1.931 1.454 2.061  0.407
H26 1.656 -0.136 -3.912  0.434
H27 -4.009 -0.989 0.493  0.511
H28 -0.856 4.420 0.304  0.366
H29 0.976 4.768 0.226  0.337
H30 3.468 -1.736 -1.003  0.407
H31 1.707 -3.458 0.625  0.346
C19 0.175 0.334 4.003  0.438
H32 -2.133 -3.610 -0.411  0.464
C20 3.431 -0.644 -0.912  -1.393
H33 -2.894 2.263 0.776  0.563
C21 0.820 0.552 -5.802  -0.585
H34 1.695 2.211 -0.063  0.140
H35 0.765 0.177 -2.080  0.023
H36 -3.066 -0.678 1.985  0.514
H37 -2.640 -0.263 -2.279  0.337
C22 0.654 1.174 6.264  -0.293
N2 -0.336 -0.567 3.158  -0.016
P3 0.015 -2.544 -0.856  0.884
H38 2.207 1.887 1.603  0.274
C23 2.395 1.631 0.554  -1.222
H39 0.524 -2.652 -3.208  0.369
H40 -1.479 -2.267 2.900  0.452
H41 3.121 -0.291 2.460  0.552

Forces on atoms 1 to 2 (eV/Å):
-0.23 -0.25 0.19
2.04 1.10 0.87

---

Record 3
DFT (the ωB97M-V functional and the def2-TZVPD basis) results for C23H42BaN7O3S2Se2 as an isolated structure.

Summary:
- Largest force on an atom: 0.4 eV/Å
- Energy relative to the best compared isomer or geometry (same formula, charge and spin): 0.0 kcal/mol
- DFT total energy: -194157.2363 eV
- Total charge: +1
- Kohn-Sham gap: 7.475 eV

Each line ends with the Mulliken charge.
Positions of all 80 atoms, in Å:
N1 -3.041 1.042 0.070  0.560
C1 -0.650 3.132 -2.595  0.400
N2 -0.408 -0.543 2.347  -0.320
N3 2.364 -0.468 -1.536  0.355
C2 -3.731 -0.313 2.027  -0.843
H1 -2.851 -1.451 -0.236  -0.294
N4 -2.233 -1.865 -0.923  0.683
S1 -1.674 3.799 -3.802  -0.219
C3 2.295 -0.598 -3.001  -1.307
C4 -1.379 -0.645 -3.923  -0.714
H2 -3.704 -2.606 -2.245  0.431
H3 3.443 -1.104 0.132  0.270
C5 -0.406 -3.551 -0.584  -0.777
C6 3.243 -1.457 -0.883  -0.895
H4 1.880 -0.184 5.012  0.592
C7 1.391 0.499 4.317  -1.635
H5 -3.486 -0.862 -2.244  0.338
H6 -2.462 -3.975 -0.998  0.300
C8 -3.950 0.684 0.936  0.389
H7 1.286 2.726 -3.449  0.249
C9 1.798 -3.209 0.351  -0.897
H8 2.434 0.394 -3.443  0.409
C10 -2.655 2.539 -1.851  0.235
H9 2.243 4.243 6.460  0.330
C11 -2.945 -1.814 -2.209  -0.826
H10 4.212 -1.473 -1.399  0.441
H11 4.609 0.610 2.962  0.348
C12 -1.882 -3.218 -0.457  -1.104
H12 3.121 -1.210 -3.378  0.333
O1 2.395 3.813 5.614  -0.526
C13 -3.539 1.967 -0.828  -0.782
S2 -5.468 1.450 0.705  -0.225
H13 -0.098 -3.475 -1.631  0.336
H14 -2.074 0.194 -3.815  0.183
C14 1.690 2.582 5.579  -1.389
H15 3.576 -3.551 -0.753  0.486
H16 1.258 2.955 -1.678  0.119
C15 0.984 -1.168 -3.524  -0.280
H17 -2.676 -0.345 2.301  -0.111
O2 0.078 -1.671 3.229  -0.643
N5 -1.290 2.494 -1.657  -0.011
C16 -3.042 3.187 -2.982  -0.421
H18 -0.269 -4.603 -0.297  0.460
H19 -4.051 -1.311 1.716  0.292
H20 2.230 -3.155 -1.775  0.255
C17 2.710 -2.889 -0.829  -0.560
H21 0.479 2.777 3.147  0.380
H22 1.998 3.687 3.137  0.640
H23 0.805 -2.156 -3.099  0.125
H24 4.057 2.516 3.722  0.370
H25 0.038 -2.604 1.170  0.263
C18 0.837 3.289 -2.628  -0.936
H26 -1.161 -0.742 -4.994  0.449
H27 -1.352 -2.740 -3.346  0.313
H28 -4.317 -0.053 2.908  0.490
C19 1.565 2.690 3.104  -1.295
Se1 1.354 -0.458 2.618  0.572
H29 -2.729 -2.235 -4.273  0.484
H30 1.081 -1.296 -4.611  0.435
H31 -4.039 3.345 -3.359  0.483
H32 1.961 1.951 6.434  0.514
H33 1.111 4.335 -2.765  0.449
H34 1.763 -4.297 0.493  0.384
H35 -2.163 -3.301 0.597  0.420
C20 2.074 1.861 4.286  1.883
C21 -2.072 -1.926 -3.457  -0.774
Se2 2.056 1.868 1.388  -0.677
H36 0.607 2.746 5.600  0.432
N6 -0.149 -0.294 -3.195  0.578
O3 3.951 0.439 3.639  -0.494
H37 2.768 0.440 -1.325  0.153
N7 0.436 -2.672 0.231  0.419
C22 -4.841 2.304 -0.631  -0.508
H38 0.101 0.649 -3.478  -0.161
H39 2.243 -2.795 1.257  0.294
H40 -5.432 3.028 -1.166  0.443
Ba1 -0.230 0.119 -0.310  0.924
H41 3.993 1.685 5.278  0.388
C23 3.604 1.681 4.257  -1.033
H42 0.326 0.563 4.539  0.576

Forces on atoms 1 to 2 (eV/Å):
0.03 0.05 -0.10
0.00 -0.01 -0.01